{"formula": "C5H11NO", "method": "wB97M-V/def2-TZVPD", "e_above_lowest_kj_mol": 465.9, "total_charge": 0, "total_energy_ha": -326.95389, "lumo_energy_ha": [0.033, 0.033], "largest_force_ha_per_bohr": 0.0074, "elements": ["C", "C", "N", "C", "C", "O", "C", "H", "H", "H", "H", "H", "H", "H", "H", "H", "H", "H"], "xyz": [[-1.6820, 0.4072, -1.4946], [-1.4062, -0.6084, 0.6668], [-0.0392, -0.3755, 0.6826], [0.6207, 0.2199, 1.8365], [0.5628, -0.4180, -0.5106], [-0.1984, -0.6979, -1.4975], [1.9840, 0.0289, -0.7034], [-2.6510, -0.0725, -1.4324], [-1.3819, 0.5677, -2.5290], [-1.6221, 1.3279, -0.9216], [-1.6968, -1.5239, 0.1657], [-1.9076, -0.3842, 1.6071], [-0.0556, 0.1668, 2.6901], [1.5301, -0.3359, 2.0826], [0.8850, 1.2665, 1.6510], [2.3053, -0.2497, -1.7088], [2.6650, -0.4374, 0.0166], [2.0879, 1.1185, -0.6012]], "forces_ev_per_a": [[-0.2, 0.2, -0.2], [0.0, -0.2, 0.2], [0.1, 0.0, -0.3], [0.1, 0.1, 0.1], [0.0, 0.0, 0.1], [0.2, 0.0, 0.2], [0.1, 0.0, 0.0], [0.1, 0.1, 0.0], [0.0, -0.1, 0.2], [0.0, -0.1, 0.0], [0.0, 0.1, 0.0], [0.1, 0.0, -0.2], [0.1, 0.0, -0.1], [-0.1, 0.1, 0.0], [0.0, -0.1, 0.0], [-0.1, 0.0, 0.2], [-0.1, 0.1, -0.1], [0.0, -0.1, 0.0]], "lowdin_charge": [0.025, -0.054, -0.174, -0.028, -0.482, -0.065, -0.006, 0.038, 0.050, 0.046, 0.068, 0.061, 0.086, 0.092, 0.096, 0.083, 0.078, 0.085]}

{"formula": "C5H11NO", "method": "wB97M-V/def2-TZVPD", "smiles": "C=N/C=C/CC.O", "e_above_lowest_kj_mol": 275.7, "total_charge": 0, "total_energy_ha": -327.02634, "lumo_energy_ha": 0.007, "largest_force_ha_per_bohr": 0.0625, "elements": ["C", "C", "C", "C", "N", "C", "H", "H", "H", "H", "H", "H", "H", "H", "H", "H", "H", "O"], "xyz": [[2.4791, -0.7243, -1.3726], [1.0499, -0.9747, -0.9736], [0.4852, 0.1299, -0.0955], [-0.1356, -0.2783, 1.0371], [-0.7279, 0.6082, 1.9561], [-0.6456, 1.8646, 1.8506], [2.5074, 0.2671, -1.8532], [2.9281, -1.5050, -1.9882], [3.1366, -0.5664, -0.5166], [0.8703, -1.9781, -0.5172], [0.4040, -1.0733, -1.8547], [0.8886, 1.0843, -0.4048], [-0.1532, -1.3150, 1.2765], [-1.2011, 2.3907, 2.6493], [-0.2603, 2.6238, 1.1782], [-1.5193, -0.5779, -1.2372], [-2.7953, 0.3649, -1.2483], [-2.4579, -0.4991, -1.4683]], "forces_ev_per_a": [[0.5, 0.8, 0.1], [-1.1, -1.0, 0.2], [0.9, -2.7, 0.6], [0.8, 2.7, -1.6], [0.3, -0.2, 0.0], [-1.7, 0.8, 1.9], [0.2, -0.5, -0.4], [-0.2, 0.2, -0.2], [-0.1, -0.3, 0.3], [0.5, 0.7, 0.1], [0.3, 0.3, -0.4], [-0.9, 0.6, 0.4], [-0.4, -0.6, 0.2], [0.3, -0.1, -0.2], [0.8, -0.8, -1.0], [-0.6, 0.6, 0.2], [0.3, 0.4, 0.3], [0.1, -0.9, -0.4]], "lowdin_charge": [-0.116, -0.294, -0.107, -0.156, -0.013, -0.069, 0.077, 0.075, 0.075, 0.119, 0.101, 0.108, 0.099, 0.067, 0.072, -0.011, 0.028, -0.055]}

{"formula": "C5H11NO", "method": "wB97M-V/def2-TZVPD", "smiles": "CC(C)N(C)C=O", "e_above_lowest_kj_mol": 42.0, "total_charge": 0, "total_energy_ha": -327.11536, "lumo_energy_ha": 0.032, "largest_force_ha_per_bohr": 0.0060, "elements": ["C", "C", "C", "N", "C", "C", "O", "H", "H", "H", "H", "H", "H", "H", "H", "H", "H", "H"], "xyz": [[-0.9389, -1.1253, -0.9947], [-0.6644, 0.2226, -0.3273], [-1.4696, 0.4069, 0.9549], [0.7732, 0.4021, -0.0945], [1.3914, -0.1221, 1.1035], [1.5296, 0.8728, -1.1222], [1.0977, 1.2239, -2.2045], [-0.6577, -1.9593, -0.3400], [-2.0041, -1.2269, -1.2301], [-0.3721, -1.2005, -1.9269], [-0.9349, 1.0122, -1.0344], [-1.2506, 1.3694, 1.4290], [-2.5379, 0.3824, 0.7174], [-1.2751, -0.3918, 1.6805], [1.0690, 0.4250, 1.9959], [1.1595, -1.1850, 1.2473], [2.4771, -0.0220, 1.0188], [2.6079, 0.9156, -0.8726]], "forces_ev_per_a": [[0.0, 0.0, 0.0], [-0.1, 0.0, 0.0], [0.0, 0.0, 0.0], [0.1, 0.1, -0.2], [0.1, 0.0, 0.1], [-0.1, 0.0, 0.0], [0.1, -0.1, 0.3], [0.0, 0.1, -0.1], [0.2, 0.0, 0.0], [-0.1, 0.0, 0.1], [0.0, -0.1, 0.1], [0.0, -0.1, -0.1], [0.2, 0.0, 0.0], [0.0, 0.1, -0.1], [0.0, -0.1, -0.1], [0.0, 0.1, 0.0], [-0.2, 0.0, 0.0], [-0.1, 0.0, 0.0]], "lowdin_charge": [-0.047, -0.398, -0.066, -0.126, -0.059, -0.332, 0.014, 0.077, 0.082, 0.080, 0.137, 0.084, 0.082, 0.077, 0.086, 0.091, 0.085, 0.133]}

{"formula": "C5H11NO", "method": "wB97M-V/def2-TZVPD", "e_above_lowest_kj_mol": 584.3, "total_charge": 0, "total_energy_ha": -326.90880, "lumo_energy_ha": [-0.069, -0.050], "largest_force_ha_per_bohr": 0.0277, "elements": ["C", "C", "C", "N", "C", "C", "O", "H", "H", "H", "H", "H", "H", "H", "H", "H", "H", "H"], "xyz": [[-0.8330, -1.2263, -0.7574], [-0.8709, 0.2996, -0.4757], [-1.7261, 0.6367, 0.7493], [0.2780, 1.1260, -0.1412], [1.7935, -0.3445, 0.7387], [1.5536, 0.8613, -0.5464], [1.5366, 0.7352, -1.8312], [-0.6326, -1.8206, 0.1431], [-1.8469, -1.5098, -1.0708], [-0.1491, -1.5426, -1.5502], [-1.3125, 0.7632, -1.3708], [-1.6369, 1.7153, 0.8915], [-2.7711, 0.3422, 0.6612], [-1.2736, 0.1556, 1.6261], [1.2357, -0.0722, 1.6421], [1.4824, -1.3505, 0.4438], [2.8580, -0.3355, 0.9873], [2.3150, 1.5670, -0.1393]], "forces_ev_per_a": [[0.1, 0.1, 0.1], [-0.3, 0.2, 0.1], [-0.3, 0.0, 0.1], [0.0, -0.6, 0.4], [0.2, -0.5, 0.4], [0.0, 0.6, -0.6], [0.7, -1.1, 0.4], [0.1, 0.3, -0.1], [0.2, 0.2, 0.0], [0.0, 0.3, 0.1], [0.1, 0.1, 0.2], [-0.4, -0.2, 0.1], [0.0, -0.1, 0.0], [-0.3, 0.0, -0.1], [0.1, 0.1, -0.3], [0.0, 0.5, -0.4], [-0.1, 0.2, -0.4], [-0.2, -0.2, -0.1]], "lowdin_charge": [-0.060, -0.415, -0.077, 0.168, 0.049, -0.579, -0.031, 0.070, 0.081, 0.079, 0.152, 0.077, 0.079, 0.077, 0.063, 0.054, 0.064, 0.149]}

{"formula": "C5H11NO", "method": "wB97M-V/def2-TZVPD", "smiles": "C=C(N)/C=C/C.O", "e_above_lowest_kj_mol": 239.9, "total_charge": 0, "total_energy_ha": -327.03999, "lumo_energy_ha": 0.020, "largest_force_ha_per_bohr": 0.0491, "elements": ["N", "C", "C", "C", "C", "C", "H", "H", "H", "H", "H", "H", "H", "H", "H", "H", "H", "O"], "xyz": [[-0.8094, 1.3422, -1.7374], [-1.1828, 0.3254, -0.8301], [-1.7423, -0.8272, -1.2121], [-0.0951, -0.0936, 2.9046], [-0.5749, -0.2236, 1.4888], [-1.0195, 0.6423, 0.6170], [0.1399, 1.6298, -1.4998], [-0.6344, 0.9190, -2.6466], [-2.0934, -1.0087, -2.2225], [-1.8121, -1.6868, -0.5650], [-0.8741, 0.2499, 3.5906], [0.2482, -1.0727, 3.2186], [0.7287, 0.6048, 3.0254], [-0.8008, -1.2488, 1.2131], [-1.1430, 1.7146, 0.7804], [4.3127, -1.2423, -0.2191], [3.4748, -0.2438, -1.1232], [4.0475, -1.0064, -1.1125]], "forces_ev_per_a": [[0.8, -0.1, -0.1], [-1.1, -1.1, 0.4], [0.1, -0.1, -0.6], [-0.3, 0.3, 0.0], [-0.7, -1.2, 1.1], [0.8, 1.8, -1.6], [-0.3, 0.5, 0.4], [-0.6, 0.0, 0.0], [0.5, 0.1, -0.2], [-0.5, 0.3, 0.4], [-0.1, -0.1, 0.0], [0.1, 0.0, 0.3], [0.1, 0.1, -0.2], [0.9, -0.3, -0.3], [0.4, -0.1, 0.4], [-0.3, 0.4, 0.0], [-0.1, 0.2, 0.5], [0.4, -0.6, -0.5]], "lowdin_charge": [0.063, -0.430, 0.027, -0.094, -0.166, -0.087, 0.083, 0.083, 0.053, 0.046, 0.077, 0.064, 0.069, 0.095, 0.116, 0.034, 0.020, -0.055]}

{"formula": "C5H11NO", "method": "wB97M-V/def2-TZVPD", "e_above_lowest_kj_mol": 613.3, "total_charge": 0, "total_energy_ha": -326.89777, "lumo_energy_ha": -0.021, "largest_force_ha_per_bohr": 0.0621, "elements": ["N", "C", "C", "C", "C", "C", "H", "H", "H", "H", "H", "H", "H", "H", "H", "H", "H", "O"], "xyz": [[2.1184, -1.4668, 0.2610], [0.9615, -0.3113, 1.5246], [-2.3963, 0.5270, -1.3083], [-2.0180, 1.3513, -0.3251], [-0.9945, 1.0398, 0.7172], [-0.2228, -0.0591, 0.6932], [2.1098, -2.2656, 0.8937], [2.1227, -0.5596, 0.8391], [1.3170, 0.5152, 2.1336], [0.7652, -1.1590, 2.1751], [-2.9591, 0.9624, -2.1193], [-2.1027, -0.5116, -1.3093], [-2.5278, 2.2608, -0.0267], [-0.8226, 1.8129, 1.4543], [-0.5609, -0.8655, 0.0619], [2.1440, -0.1010, -2.5197], [1.6790, -0.7360, -1.1178], [1.3872, -0.4339, -2.0274]], "forces_ev_per_a": [[-1.1, 0.9, 1.3], [-2.4, -2.1, 0.1], [0.1, 1.1, 0.5], [0.0, -0.9, 1.8], [0.3, -0.5, -0.7], [-0.6, 0.7, 0.2], [0.2, 0.2, 0.1], [2.1, 0.3, 0.0], [0.7, 0.2, -0.5], [0.3, 0.0, 0.1], [-0.5, -0.5, 0.0], [0.3, 0.1, -0.5], [0.1, 0.4, -1.1], [0.2, 0.2, -0.1], [0.5, -0.1, -0.3], [0.0, -0.1, 0.3], [0.0, -0.1, -1.3], [-0.2, 0.2, 0.1]], "lowdin_charge": [0.020, -0.045, 0.027, -0.165, -0.096, -0.163, 0.017, -0.033, 0.113, 0.093, 0.056, 0.060, 0.089, 0.098, 0.101, 0.015, -0.061, -0.128]}

{"formula": "C5H11NO", "method": "wB97M-V/def2-TZVPD", "smiles": "CC(C)=O.C=NC", "e_above_lowest_kj_mol": 183.1, "total_charge": 0, "total_energy_ha": -327.06161, "lumo_energy_ha": 0.034, "largest_force_ha_per_bohr": 0.0110, "elements": ["C", "C", "N", "C", "C", "O", "C", "H", "H", "H", "H", "H", "H", "H", "H", "H", "H", "H"], "xyz": [[-0.8674, 0.5334, -1.5936], [-1.4123, -0.7702, 1.0083], [-0.2082, -0.9063, 1.3678], [0.3779, 0.1484, 2.1678], [0.2609, -0.4670, -1.3889], [0.1193, -1.6482, -1.6108], [1.5954, 0.1311, -0.9950], [-1.8292, 0.0162, -1.6233], [-0.6937, 1.0291, -2.5562], [-0.8714, 1.3054, -0.8150], [-1.8413, -1.5354, 0.3614], [-2.0433, 0.0985, 1.2596], [0.1727, -0.0685, 3.2197], [1.4624, 0.1512, 2.0247], [-0.0089, 1.1517, 1.9245], [2.1342, 0.3982, -1.9132], [2.1725, -0.6088, -0.4406], [1.4802, 1.0413, -0.3971]], "forces_ev_per_a": [[0.0, -0.1, 0.0], [0.3, -0.1, 0.0], [-0.5, 0.1, -0.1], [0.1, 0.1, 0.2], [-0.1, -0.1, -0.3], [0.1, 0.5, 0.0], [0.0, -0.1, 0.0], [0.2, 0.1, -0.1], [-0.1, 0.0, 0.1], [0.0, -0.2, -0.2], [-0.1, 0.0, 0.2], [0.2, -0.1, 0.0], [0.1, 0.1, 0.0], [-0.2, 0.0, 0.1], [0.0, -0.2, 0.1], [-0.1, -0.1, 0.1], [0.0, 0.0, -0.1], [0.0, -0.2, -0.1]], "lowdin_charge": [-0.045, -0.097, -0.068, -0.150, -0.538, 0.056, -0.036, 0.079, 0.091, 0.073, 0.079, 0.088, 0.080, 0.066, 0.076, 0.091, 0.085, 0.070]}

{"formula": "C5H11NO", "method": "wB97M-V/def2-TZVPD", "e_above_lowest_kj_mol": 664.9, "total_charge": 0, "total_energy_ha": -326.87809, "lumo_energy_ha": 0.033, "largest_force_ha_per_bohr": 0.1781, "elements": ["C", "C", "C", "C", "C", "N", "O", "H", "H", "H", "H", "H", "H", "H", "H", "H", "H", "H"], "xyz": [[0.2626, 0.0845, 0.2391], [0.8974, -2.7085, 0.0432], [-1.8491, 0.9596, 0.7055], [2.5418, 0.5991, -0.6138], [-0.4970, 1.3369, 0.1797], [1.3785, -0.2147, -0.1956], [1.6408, -1.7702, -0.3230], [0.7870, -3.6364, -0.4968], [0.9415, -2.9178, 1.1528], [-0.2653, -2.5858, 0.0206], [-1.9045, 0.8251, 1.7458], [-2.1927, 0.0821, 0.1453], [-2.6645, 1.6645, 0.7289], [2.4190, 1.5688, -0.2278], [3.5293, 0.1726, -0.1648], [2.7553, 0.6952, -1.6629], [0.0114, 2.1415, 0.7878], [-0.4549, 1.7159, -0.8447]], "forces_ev_per_a": [[0.9, -1.2, -0.9], [-7.2, -3.0, 4.8], [-1.8, 0.5, -1.0], [2.3, -2.8, 0.9], [1.1, 1.2, 1.2], [-1.9, 0.6, 0.5], [6.7, 3.9, -3.6], [1.4, -0.4, -0.9], [0.5, -0.4, -0.7], [1.0, 1.2, -0.2], [1.0, -1.2, 1.5], [0.0, 0.1, 0.5], [-0.2, 1.1, -1.2], [-0.5, 1.1, 0.7], [-1.9, 0.6, -0.6], [-0.6, -0.5, -0.7], [-0.5, -0.6, -0.4], [-0.4, -0.1, -0.1]], "lowdin_charge": [-0.069, -0.312, -0.145, 0.003, -0.251, -0.066, -0.138, 0.080, 0.092, 0.097, 0.055, 0.080, 0.061, 0.062, 0.127, 0.077, 0.128, 0.118]}

{"formula": "C5H11NO", "method": "wB97M-V/def2-TZVPD", "smiles": "CCCCC(N)=O", "e_above_lowest_kj_mol": 164.1, "total_charge": 0, "total_energy_ha": -327.06885, "lumo_energy_ha": 0.031, "largest_force_ha_per_bohr": 0.0654, "elements": ["C", "C", "C", "C", "C", "N", "O", "H", "H", "H", "H", "H", "H", "H", "H", "H", "H", "H"], "xyz": [[0.3352, 1.6997, 1.9721], [0.6014, 1.5144, 0.3713], [0.6097, 0.0535, -0.1164], [-0.8693, -0.3048, -0.5857], [-0.9036, -1.5678, -1.4230], [0.1176, -2.4710, -1.2613], [-1.8738, -1.9160, -2.1190], [0.0698, 2.7485, 2.0804], [1.1467, 1.3172, 2.5659], [-0.5785, 1.1826, 2.3141], [-0.4534, 1.7859, 0.1385], [1.4274, 2.2449, 0.1741], [1.3561, -0.2270, -0.8181], [0.8388, -0.7092, 0.6668], [-1.2787, -0.4132, 0.4057], [-1.4209, 0.4180, -1.1988], [-0.1963, -3.3442, -1.7111], [1.0716, -2.0114, -1.4554]], "forces_ev_per_a": [[-0.4, -0.8, -1.7], [-1.7, 0.1, 2.9], [-0.8, -0.4, 0.7], [2.0, -0.2, -0.8], [-2.5, -1.3, -0.3], [1.7, 0.8, -0.4], [1.2, 1.2, 1.2], [0.6, 0.2, 0.4], [0.5, 0.4, 0.4], [0.3, -0.2, -0.4], [1.3, 1.1, -1.0], [-0.9, -0.9, -0.6], [0.7, 0.6, -1.2], [-0.2, 0.8, 0.0], [-1.2, -0.5, -0.1], [0.4, 0.3, 0.5], [1.1, 0.7, -0.1], [-1.9, -1.8, 0.5]], "lowdin_charge": [-0.106, -0.210, -0.218, -0.103, -0.534, 0.114, 0.020, 0.059, 0.051, 0.063, 0.083, 0.113, 0.068, 0.117, 0.116, 0.123, 0.115, 0.128]}

{"formula": "C5H11NO", "method": "wB97M-V/def2-TZVPD", "smiles": "CC[C@@H](C)NC=O", "e_above_lowest_kj_mol": 26.3, "total_charge": 0, "total_energy_ha": -327.12131, "lumo_energy_ha": 0.033, "largest_force_ha_per_bohr": 0.0088, "elements": ["C", "C", "C", "C", "N", "C", "O", "H", "H", "H", "H", "H", "H", "H", "H", "H", "H", "H"], "xyz": [[-1.6455, -0.4755, -1.2357], [-1.2593, 0.2420, 0.0618], [0.2552, 0.4477, 0.2108], [0.6674, 1.6094, 1.1134], [0.8824, -0.7862, 0.6720], [1.7839, -1.4994, -0.0553], [2.1803, -1.2159, -1.1704], [-1.3357, 0.0867, -2.1275], [-1.2060, -1.4760, -1.3248], [-2.7301, -0.5952, -1.2792], [-1.7931, 1.2026, 0.1237], [-1.5943, -0.3364, 0.9339], [0.6904, 0.6026, -0.7784], [0.2178, 2.5588, 0.7992], [0.4080, 1.4461, 2.1684], [1.7530, 1.7049, 1.0447], [0.6731, -1.0921, 1.6132], [2.1339, -2.4043, 0.4737]], "forces_ev_per_a": [[-0.1, -0.1, 0.0], [0.0, 0.0, 0.1], [-0.1, 0.1, -0.2], [0.1, 0.0, 0.0], [0.1, -0.2, 0.0], [0.0, 0.1, -0.1], [-0.2, 0.0, 0.4], [0.0, 0.0, 0.3], [0.0, 0.2, 0.2], [0.0, 0.0, -0.1], [0.3, -0.1, -0.1], [-0.1, 0.0, -0.1], [-0.1, 0.1, 0.0], [0.0, -0.2, 0.0], [-0.1, -0.1, -0.2], [0.0, 0.1, 0.1], [0.1, -0.1, -0.2], [0.0, 0.1, 0.0]], "lowdin_charge": [-0.102, -0.217, -0.394, -0.054, 0.044, -0.359, 0.007, 0.079, 0.073, 0.066, 0.110, 0.109, 0.135, 0.080, 0.079, 0.080, 0.137, 0.128]}